Record 1
The following is a quantum chemistry calculation of a 2-piece molecular cluster, C6H12O overall, from the OMol25 dataset.

```
! wB97M-V def2-TZVPD RIJCOSX def2/J DEFGRID3
* xyz 0 1
C -0.08864 -0.15599 -2.36098
C -0.81510 -0.50272 -1.29877
C -0.25913 -1.16971 -0.06470
C -1.04749 -0.90010 1.23629
C -0.24729 -0.09625 2.25874
H -0.53719 0.28328 -3.24917
H 0.98870 -0.32076 -2.38398
H -1.89616 -0.34674 -1.32261
H 0.78488 -0.85108 0.06301
H -0.23111 -2.25090 -0.26193
H -1.35041 -1.85312 1.68297
H -1.98442 -0.37530 1.00805
H 0.65353 -0.64283 2.55724
H 0.09277 0.85461 1.83809
H -0.82912 0.10736 3.16421
C 1.01063 2.09159 -0.76683
O 1.69739 1.64066 0.11647
H 1.39544 2.23175 -1.79579
H -0.04063 2.39494 -0.60597
*
```

LUMO level in eV: 0.97
HOMO in eV: -9.72
Gap between HOMO and LUMO in eV: 10.687
Strongest force on any atom in eV Å⁻¹: 0.568
Relative energy (zero: lowest compared OMol25 entry of this formula, charge and spin) in kcal/mol: 43.5
Structure (SMILES): C=CCCC.C=O

Record 2
The following is a quantum chemistry calculation of a 16-piece molecular cluster, H32O16 overall in a non-equilibrium geometry, from the OMol25 dataset.

```
! wB97M-V def2-TZVPD RIJCOSX def2/J DEFGRID3
* xyz 1 2
O -3.31859 -1.55671 0.88868
H -2.36090 -1.72618 1.14607
H -3.76796 -1.16853 1.62954
O -2.72940 2.19472 -4.36310
H -2.18550 2.37368 -3.62045
H -2.25619 1.26603 -4.54622
O 3.49673 0.01173 -2.91023
H 4.35744 -0.19045 -2.64984
H 3.23734 -0.53316 -3.64777
O -5.34747 -1.90769 2.18786
H -5.50349 -2.03995 1.26492
H -4.92475 -2.77047 2.48969
O -3.23237 2.38713 1.84140
H -3.26580 3.27000 2.36731
H -3.74397 1.77117 2.23196
O 0.53432 -1.05429 3.07552
H 0.04481 -0.15699 3.08005
H 1.26090 -0.80147 3.46015
O 1.50439 3.67617 -1.86650
H 0.53937 3.64936 -2.09104
H 1.50926 4.55328 -1.62049
O 0.29042 1.62561 1.68303
H 1.23102 2.05582 1.90983
H -0.29985 2.38265 1.76008
O -0.36154 -3.86235 -1.11947
H -0.10790 -3.40966 -0.20408
H -1.24923 -3.57580 -1.13605
O 4.46026 1.65337 -0.93597
H 3.45858 1.59671 -0.63321
H 4.78072 0.83408 -0.56662
O 1.68954 1.12003 4.85515
H 0.92938 0.76288 5.36650
H 1.36329 2.06057 4.80580
O 5.13687 -1.24894 1.35359
H 5.54373 -1.93732 0.82792
H 5.60838 -0.94764 2.00702
O 2.14986 -4.31103 -2.45687
H 1.58395 -4.03111 -1.79964
H 1.46639 -4.91703 -2.95304
O -4.35444 0.80716 -1.68895
H -4.13988 1.74648 -1.23952
H -3.89766 0.11691 -1.14461
O -0.80279 -0.98358 0.04147
H -0.75428 -0.21658 0.63022
H -0.84615 -0.56592 -0.82715
O 0.87245 1.18502 -1.17489
H 0.72083 1.11108 -0.19128
H 1.76227 1.54678 -1.39189
*
```

LUMO level (spin up / spin down) in eV: -3.48 / -10.52
HOMO (spin up / spin down) in eV: -12.94 / -12.91
Gap between HOMO and LUMO (spin up / spin down) in eV: 9.463 / 2.398
Strongest force on any atom in eV Å⁻¹: 8.606
⟨S²⟩: 0.7572
Relative energy (zero: lowest compared OMol25 entry of this formula, charge and spin) in kcal/mol: 69.9

Record 3
The following is a quantum chemistry calculation of one molecule with the formula C6H10, from the OMol25 dataset.

```
! wB97M-V def2-TZVPD RIJCOSX def2/J DEFGRID3
* xyz 0 1
C 0.28678 1.85054 -0.67236
C -0.46146 0.55747 -0.35150
C -0.51798 0.32852 1.13989
C -0.14666 -0.90134 1.47675
C 0.03512 -1.77690 0.25540
C 0.26749 -0.71941 -0.84095
H 1.29379 1.81740 -0.23853
H -0.22898 2.72102 -0.24985
H 0.38465 2.00393 -1.75185
H -1.46845 0.61454 -0.79081
H -0.76754 1.11609 1.84761
H 0.06043 -1.20404 2.49515
H 0.85057 -2.50416 0.34202
H -0.88210 -2.35368 0.06130
H -0.04951 -1.04116 -1.83770
H 1.34385 -0.50883 -0.88458
*
```

LUMO level in eV: 1.25
HOMO in eV: -9.10
Gap between HOMO and LUMO in eV: 10.349
Strongest force on any atom in eV Å⁻¹: 0.408
Relative energy (zero: lowest compared OMol25 entry of this formula, charge and spin) in kcal/mol: 4.0
Structure (SMILES): C[C@@H]1C=CCC1

Record 4
The following is a quantum chemistry calculation of C6H12N2O as an isolated structure in a non-equilibrium geometry, from the OMol25 dataset.

```
! wB97M-V def2-TZVPD RIJCOSX def2/J DEFGRID3
* xyz 0 1
C 0.68895 0.37941 -1.25559
C -0.24572 -1.78198 0.25920
C 1.32813 2.17775 0.59923
C 1.23082 -0.41780 -0.11273
C 0.52727 0.98667 0.14293
N -1.18169 -1.92742 -0.82314
N -1.90332 0.60830 0.33297
C -0.65090 0.56859 0.84072
O 2.31478 -0.88163 0.21330
H -1.91992 -2.59586 -0.63692
H -0.71943 -2.19605 -1.68245
H -1.98529 0.42973 -0.65954
H -2.62766 0.14285 0.86135
H 1.46782 0.84091 -1.85430
H -0.19111 0.06532 -1.81006
H -0.74966 -1.84188 1.22293
H 0.57060 -2.50414 0.26561
H -0.59007 0.50350 1.92110
H 1.58159 2.07901 1.65775
H 2.27066 2.24898 0.05457
H 0.78418 3.11574 0.46304
*
```

LUMO level (spin up / spin down) in eV: 0.52 / 0.52
HOMO (spin up / spin down) in eV: -7.31 / -7.31
Gap between HOMO and LUMO (spin up / spin down) in eV: 7.830 / 7.831
Strongest force on any atom in eV Å⁻¹: 1.776
Relative energy (zero: lowest compared OMol25 entry of this formula, charge and spin) in kcal/mol: 106.4

Record 5
The following is a quantum chemistry calculation of a 2-piece molecular cluster, C6H14N2O2 overall in a non-equilibrium geometry, from the OMol25 dataset.

```
! wB97M-V def2-TZVPD RIJCOSX def2/J DEFGRID3
* xyz 0 1
C 1.85146 2.10798 0.48505
N 0.62532 1.26081 0.85536
C 0.52478 0.04059 1.66126
C -0.72862 0.01855 2.60351
O 1.50167 -0.70841 1.64484
H 1.53187 3.11721 0.84804
H 2.79616 1.74867 0.87503
H 1.71465 1.91607 -0.61030
H -0.15875 1.92303 0.76817
H -1.55952 -0.73322 2.37148
H -0.36869 -0.31496 3.62731
H -1.16710 1.03848 2.63108
C -2.12363 -1.88271 -0.72080
N -0.84327 -1.24268 -1.14143
C -0.35781 -0.52571 -2.34479
C 1.01826 -0.10664 -2.04984
O -1.12099 -0.34123 -3.23641
H -2.06488 -2.95529 -0.54227
H -2.24235 -1.30849 0.33567
H -2.79329 -1.63806 -1.56860
H -0.25251 -1.28322 -0.38279
H 1.39079 -0.01379 -1.04574
H 1.69375 -0.88664 -2.34354
H 1.13270 0.76966 -2.72029
*
```

LUMO level in eV: 0.63
HOMO in eV: -8.95
Gap between HOMO and LUMO in eV: 9.582
Strongest force on any atom in eV Å⁻¹: 6.845
Relative energy (zero: lowest compared OMol25 entry of this formula, charge and spin) in kcal/mol: 74.1
Structure (SMILES): CNC(C)=O.CNC(C)=O

no.,electronic energy (eV)
1,-8462.469
2,-33265.453
3,-6383.685
4,-11440.059
5,-13522.410